Density functional theory data (ωB97M-V/def2-TZVPD) for a molecular structure, C31H67CrNO22.

CARTESIAN COORDINATES (ANGSTROEM)
Cr1 22.77 -0.50 1.36
N1 26.50 -2.39 0.83
H1 27.21 -1.73 1.15
H2 25.71 -2.53 1.52
H3 26.96 -3.29 0.66
H4 26.04 -2.05 -0.02
C1 23.73 -3.25 4.21
C2 24.05 -1.86 3.70
C3 25.37 -1.37 4.27
O1 24.00 -1.75 2.30
H5 23.81 -3.36 5.30
H6 24.46 -4.02 3.94
H7 22.73 -3.58 3.93
H8 23.28 -1.25 4.19
H9 26.17 -2.05 3.96
H10 25.40 -1.29 5.35
H11 25.65 -0.37 3.91
C4 28.43 -0.38 5.29
C5 28.80 1.02 5.74
O2 27.65 1.85 5.71
C6 27.35 2.44 4.56
O3 27.81 2.19 3.50
O4 26.37 3.31 4.71
C7 25.69 3.39 5.97
H12 27.90 -0.30 4.34
H13 27.80 -0.91 6.00
H14 29.32 -0.98 5.06
H15 29.52 1.40 5.01
H16 29.24 0.97 6.72
H17 26.31 3.70 6.80
H18 25.31 2.40 6.22
H19 24.89 4.11 5.86
C8 19.94 -3.38 5.10
C9 20.13 -2.45 3.91
O5 19.77 -1.11 4.33
C10 20.45 -0.12 3.85
O6 21.24 -0.17 2.92
O7 20.17 0.95 4.52
C11 20.98 2.13 4.34
H20 18.91 -3.32 5.44
H21 20.56 -3.14 5.96
H22 20.10 -4.42 4.79
H23 19.49 -2.83 3.11
H24 21.18 -2.49 3.59
H25 20.79 2.70 5.25
H26 20.74 2.65 3.42
H27 22.04 1.87 4.24
C12 28.25 -4.38 11.14
C13 27.08 -3.48 10.78
O8 25.93 -4.22 10.38
C14 25.89 -4.61 9.14
O9 26.79 -4.61 8.36
O10 24.66 -5.04 8.88
C15 24.38 -5.45 7.55
H28 28.91 -4.50 10.29
H29 27.84 -5.34 11.47
H30 28.87 -4.04 11.97
H31 27.31 -2.65 10.11
H32 26.79 -2.99 11.71
H33 23.31 -5.36 7.40
H34 24.72 -6.48 7.40
H35 24.95 -4.92 6.78
C16 17.68 -6.65 5.30
C17 18.81 -7.54 4.85
O11 19.93 -6.70 4.64
C18 21.12 -7.26 4.41
O12 21.28 -8.37 3.99
O13 22.09 -6.36 4.63
C19 23.43 -6.83 4.51
H36 17.80 -6.36 6.35
H37 16.67 -7.06 5.29
H38 17.66 -5.74 4.70
H39 18.45 -7.96 3.90
H40 18.97 -8.38 5.52
H41 24.08 -6.02 4.21
H42 23.50 -7.60 3.74
H43 23.75 -7.27 5.45
C20 23.57 -4.56 -0.21
C21 22.52 -4.67 0.87
O14 21.23 -4.30 0.35
C22 20.86 -3.08 0.49
O15 21.59 -2.20 0.95
O16 19.62 -2.96 0.17
C23 19.00 -1.66 0.16
H44 23.32 -5.16 -1.08
H45 24.55 -4.82 0.20
H46 23.61 -3.51 -0.54
H47 22.73 -4.07 1.76
H48 22.44 -5.71 1.17
H49 19.28 -1.07 1.03
H50 17.94 -1.84 0.12
H51 19.32 -1.05 -0.69
C24 23.00 0.15 6.48
C25 23.92 -0.55 7.46
O17 24.81 0.30 8.17
C26 24.38 0.75 9.35
O18 23.35 0.49 9.83
O19 25.28 1.58 9.80
C27 24.86 2.38 10.91
H52 22.34 -0.60 6.04
H53 23.52 0.63 5.65
H54 22.42 0.91 7.00
H55 24.53 -1.28 6.91
H56 23.37 -1.17 8.18
H57 25.57 3.18 11.08
H58 24.74 1.77 11.81
H59 23.95 2.92 10.63
C28 27.24 -8.86 0.52
C29 26.86 -7.44 0.88
O20 27.61 -7.00 2.03
C30 27.36 -5.82 2.56
O21 26.50 -5.05 2.16
O22 28.17 -5.65 3.56
C31 28.17 -4.39 4.25
H60 26.73 -9.53 1.22
H61 28.30 -9.08 0.65
H62 27.02 -9.01 -0.53
H63 25.79 -7.35 1.05
H64 27.16 -6.79 0.04
H65 28.56 -3.59 3.62
H66 28.75 -4.50 5.16
H67 27.15 -4.16 4.57

Results
2S+1 ... 5
Lowest unoccupied orbital energy (spin up / spin down) ... -6.92 / -6.79 eV
HOMO level (spin up / spin down) ... -14.104 / -14.104 eV
Molar mass ... 857.86 g mol⁻¹
Orbital gap (spin up / spin down) ... 7.19 / 7.31 eV
Expectation value of S² ... 6.0256
Total charge ... +2

---

Density functional theory data (ωB97M-V/def2-TZVPD) for 2 unconnected molecules or ions with the total composition C3H10N2O2.

CARTESIAN COORDINATES (ANGSTROEM)
N1 -1.61 1.70 0.56
C1 -1.79 0.28 0.86
N2 -0.82 -0.81 1.43
C2 0.27 -1.12 0.31
C3 1.52 -1.42 1.12
O1 1.92 -0.84 2.17
H1 -1.46 2.45 1.27
H2 -0.92 1.70 -0.18
H3 -2.63 0.30 1.45
H4 -1.98 -0.13 -0.17
H5 -1.33 -1.69 1.47
H6 0.66 -0.13 -0.01
H7 -0.10 -1.54 -0.61
H8 2.21 -2.33 0.69
O2 1.87 0.90 -3.28
H9 1.48 1.75 -3.29
H10 2.73 0.93 -3.78

Results
Lowest unoccupied orbital energy ... 0.57 eV
Energy relative to the best compared isomer or geometry (same formula, charge and spin) ... 401.3 kJ/mol
HOMO level ... -9.105 eV
Molar mass ... 106.12 g mol⁻¹
Orbital gap ... 9.68 eV
SMILES string ... NCNCC=O.O
Total charge ... 0

---

Question: What is the formula in the first record?
Answer: C31H67CrNO22

---

Question: Which of these has the highest total charge?
Answer: C31H67CrNO22

---

Question: What is the molar mass in the first record?
Answer: 857.86 g mol⁻¹

---

Question: Among the records above, which one has the highest molar mass?
Answer: C31H67CrNO22